(1)
ORCA calculation (the ωB97M-V functional and the def2-TZVPD basis) on C49H80N8O4S3Si5SnTe as an isolated structure.

## Properties
Lowest unoccupied orbital energy (alpha / beta) ... 3.25 / 3.26 eV
Total charge ... -2
Energy relative to the best compared isomer or geometry (same formula, charge and spin) ... 60.9 kcal per mole
E_tot ... -157252.5889 eV
Highest occupied orbital energy (alpha / beta) ... -0.0022 / -0.0020 Eh
Orbital gap (alpha / beta) ... 0.12173 / 0.12163 Ha

Positions of all 151 atoms, in Å:
Sn: 0.044 0.573 -0.462
C: -2.598 3.574 1.687
C: -1.808 2.506 1.386
N: -1.665 2.046 0.126
C: -2.393 2.678 -0.851
C: -3.145 3.816 -0.502
N: -3.271 4.281 0.718
C: -2.314 2.138 -2.179
C: -3.207 2.513 -3.175
C: -3.176 1.888 -4.433
C: -2.241 0.861 -4.598
C: -1.385 0.501 -3.565
N: -1.357 1.177 -2.367
C: -0.613 -0.708 -3.650
C: -0.579 -1.562 -4.786
N: -0.203 -2.814 -4.732
C: 0.204 -3.270 -3.516
C: 0.389 -2.402 -2.468
N: 0.017 -1.123 -2.528
C: -4.122 2.234 -5.485
C: -4.826 3.450 -5.488
C: -5.719 3.737 -6.501
N: -5.987 2.930 -7.532
C: -5.311 1.776 -7.537
C: -4.401 1.392 -6.574
H: -2.687 3.937 2.704
H: -1.217 1.999 2.138
H: -3.657 4.379 -1.277
H: -3.984 3.225 -2.942
H: -2.210 0.310 -5.525
H: -0.846 -1.191 -5.770
H: 0.402 -4.329 -3.427
H: 0.860 -2.728 -1.543
H: -4.655 4.183 -4.712
H: -6.257 4.680 -6.492
H: -5.522 1.113 -8.372
H: -3.928 0.423 -6.656
C: -1.097 -0.891 3.760
C: -0.206 -1.141 2.555
S: -1.059 -1.371 1.047
C: 1.127 -1.219 2.721
C: 1.824 -1.070 4.050
S: 2.219 -1.607 1.380
H: -2.134 -0.834 3.443
H: -0.836 0.050 4.253
H: -0.999 -1.696 4.494
H: 1.167 -0.670 4.819
H: 2.683 -0.402 3.955
H: 2.192 -2.044 4.395
C: 2.337 6.331 0.977
C: 1.815 5.210 0.077
C: 2.332 5.407 -1.346
C: 0.288 5.208 0.069
O: 2.321 3.967 0.509
Si: 1.924 2.968 1.777
O: 0.989 1.768 1.425
O: 3.390 2.474 2.414
C: 4.602 2.173 1.756
C: 5.393 3.466 1.546
C: 4.367 1.481 0.414
C: 5.365 1.242 2.695
O: 1.310 4.007 2.927
C: 1.139 3.824 4.314
C: 0.127 4.871 4.767
C: 0.608 2.419 4.612
C: 2.474 4.039 5.032
H: 1.924 7.293 0.662
H: 3.428 6.381 0.930
H: 2.041 6.135 2.008
H: 1.947 6.339 -1.767
H: 2.004 4.577 -1.973
H: 3.424 5.439 -1.354
H: -0.098 6.159 -0.304
H: -0.097 5.037 1.075
H: -0.080 4.404 -0.571
H: 4.826 4.128 0.891
H: 6.366 3.257 1.095
H: 5.541 3.969 2.504
H: 3.773 2.119 -0.241
H: 3.817 0.550 0.559
H: 5.322 1.263 -0.069
H: 5.454 1.705 3.680
H: 6.365 1.028 2.310
H: 4.821 0.300 2.805
H: -0.830 4.698 4.273
H: 0.475 5.870 4.500
H: -0.017 4.820 5.849
H: -0.360 2.279 4.130
H: 0.505 2.264 5.689
H: 1.286 1.669 4.200
H: 2.833 5.055 4.856
H: 3.212 3.342 4.635
H: 2.364 3.880 6.108
C: 3.846 -4.699 -3.065
Si: 4.777 -3.899 -1.645
C: 4.666 -2.043 -1.874
C: 6.572 -4.487 -1.845
Si: 4.128 -4.592 0.498
Te: 1.784 -3.987 1.192
Si: 5.773 -3.872 2.009
C: 5.137 -3.359 3.696
C: 6.680 -2.365 1.335
C: 7.060 -5.226 2.298
Si: 3.965 -6.928 0.489
C: 3.429 -7.524 2.196
C: 2.640 -7.474 -0.742
C: 5.529 -7.888 0.046
H: 4.411 -4.560 -3.989
H: 2.868 -4.239 -3.199
H: 3.691 -5.769 -2.919
H: 4.855 -1.771 -2.915
H: 5.375 -1.505 -1.244
H: 3.665 -1.687 -1.615
H: 6.851 -4.505 -2.901
H: 6.692 -5.499 -1.452
H: 7.285 -3.852 -1.321
H: 4.379 -2.582 3.590
H: 5.961 -2.953 4.289
H: 4.686 -4.188 4.244
H: 5.964 -1.571 1.107
H: 7.232 -2.583 0.421
H: 7.383 -1.978 2.076
H: 6.605 -6.131 2.709
H: 7.818 -4.878 3.005
H: 7.565 -5.505 1.370
H: 2.444 -7.123 2.443
H: 4.118 -7.175 2.968
H: 3.381 -8.614 2.245
H: 1.853 -6.722 -0.827
H: 2.175 -8.411 -0.428
H: 3.060 -7.621 -1.739
H: 6.311 -7.763 0.798
H: 5.939 -7.566 -0.914
H: 5.295 -8.953 -0.032
C: -4.023 -6.358 -0.690
C: -4.692 -5.037 -0.891
C: -5.994 -4.773 -0.609
C: -6.457 -3.444 -0.840
N: -5.717 -2.498 -1.346
C: -4.402 -2.748 -1.660
S: -3.348 -1.671 -2.303
N: -3.933 -4.034 -1.375
C: -7.862 -3.074 -0.466
H: -4.755 -7.129 -0.458
H: -3.308 -6.295 0.132
H: -3.474 -6.648 -1.587
H: -6.646 -5.539 -0.216
H: -2.949 -4.168 -1.566
H: -8.565 -3.873 -0.704
H: -8.142 -2.161 -0.985
H: -7.915 -2.887 0.609

Results of the Mulliken charge analysis, in e, for atoms 1 through 2: number 1, Sn, carries 0.43; number 2, C, carries -0.85



(2)
ORCA calculation (the ωB97M-V functional and the def2-TZVPD basis) on a 2-piece molecular cluster, C15H18O overall.

## Properties
SMILES ... CCc1ccc(O)cc1.Cc1ccccc1
Lowest unoccupied orbital energy ... 0.77 eV
Total charge ... 0
Energy relative to the best compared isomer or geometry (same formula, charge and spin) ... 75.5 kcal per mole
E_tot ... -17891.3997 eV
Highest occupied orbital energy ... -0.3150 Eh
Orbital gap ... 0.34330 Ha

Positions of all 34 atoms, in Å:
C: 1.725 0.051 -2.657
C: 1.944 -1.365 -1.780
C: 0.858 1.013 -2.030
C: 1.182 1.971 -1.227
C: -0.520 0.921 -2.365
C: 0.184 2.805 -0.580
C: -1.579 1.775 -1.881
C: -1.113 2.805 -1.016
O: -2.059 3.819 -0.792
H: 2.708 0.554 -2.797
H: 1.253 -0.324 -3.568
H: 2.894 -1.894 -2.209
H: 2.263 1.872 -0.897
H: -0.890 0.008 -2.777
H: 0.487 3.409 0.214
H: -2.614 1.654 -2.051
H: -1.781 4.073 0.139
H: 1.211 -2.055 -2.124
H: 2.000 -1.346 -0.738
C: 0.474 -4.218 2.018
C: -1.280 -2.393 1.906
C: -0.013 -2.841 2.275
C: -1.574 -1.028 1.797
C: -0.527 -0.070 1.893
C: 1.015 -1.817 2.596
C: 0.791 -0.497 2.225
H: -2.140 -3.093 1.744
H: -2.572 -0.719 1.597
H: 0.835 -4.755 2.871
H: 1.076 -4.510 1.063
H: -0.817 0.940 1.813
H: 1.875 -2.262 2.960
H: 1.714 0.207 2.349
H: -0.420 -4.979 1.715

Results of the Mulliken charge analysis, in e, for atoms 1 through 2: number 1, C, carries -1.14; number 2, C, carries -0.95